Below is a structure of composition C26H42BrN3P2RuS at a distorted geometry, with properties calculated with ωB97M-V with the def2-TZVPD basis set.

Last column: Mulliken spin population.
CARTESIAN COORDINATES (ANGSTROEM)
C1 0.023 -7.361 3.630  0.259
C2 -0.682 -6.582 2.690  -0.060
C3 -1.884 -7.125 2.190  0.256
C4 -2.308 -8.383 2.638  0.287
N1 -1.622 -9.095 3.524  -0.073
C5 -0.489 -8.607 4.013  0.292
C6 -0.189 -5.285 2.255  0.148
C7 0.217 -4.187 1.879  -0.050
C8 0.678 -2.900 1.442  0.105
C9 1.196 -1.987 2.391  -0.048
C10 1.663 -0.737 1.959  -0.029
C11 1.592 -0.406 0.607  -0.036
C12 1.107 -1.293 -0.349  0.090
C13 0.650 -2.556 0.061  -0.041
Ru1 2.276 1.461 0.205  1.563
P1 0.534 2.463 1.049  -0.076
H1 -2.495 -6.601 1.462  0.001
H2 0.958 -7.026 4.069  0.000
H3 -3.234 -8.828 2.267  0.005
H4 0.038 -9.230 4.738  0.005
H5 0.295 -3.278 -0.683  -0.002
H6 1.263 -2.237 3.453  0.000
H7 1.123 -0.950 -1.387  -0.001
H8 2.102 -0.001 2.631  -0.010
C14 0.334 4.182 0.453  0.026
C15 -0.990 4.930 0.706  0.002
H9 0.565 4.139 -0.624  -0.002
H10 1.172 4.745 0.893  0.003
H11 -0.856 5.986 0.436  0.001
H12 -1.818 4.554 0.094  0.000
H13 -1.326 4.928 1.750  0.000
C16 -1.089 1.647 0.763  0.025
C17 -1.931 1.263 1.973  0.008
H14 -0.903 0.750 0.157  -0.017
H15 -1.645 2.331 0.108  -0.008
H16 -2.836 0.746 1.636  0.002
H17 -1.415 0.575 2.647  -0.001
H18 -2.273 2.122 2.554  0.000
C18 0.797 2.523 2.849  -0.003
C19 0.065 3.625 3.594  -0.001
H19 1.881 2.607 2.997  0.004
H20 0.519 1.540 3.244  -0.006
H21 0.251 3.517 4.664  0.000
H22 0.412 4.614 3.305  -0.001
H23 -1.017 3.595 3.471  0.000
Br1 2.513 2.648 -1.939  0.140
P2 -2.001 0.403 -4.231  0.666
C20 -2.496 1.407 -2.756  0.069
C21 -3.364 2.601 -3.143  0.013
H24 -1.570 1.725 -2.256  0.032
H25 -3.044 0.727 -2.089  -0.005
H26 -3.901 2.974 -2.267  0.000
H27 -2.763 3.424 -3.540  -0.001
H28 -4.108 2.330 -3.900  -0.001
C22 -0.216 0.877 -4.378  0.069
C23 0.264 0.693 -5.817  0.007
H29 0.362 0.261 -3.674  0.041
H30 -0.125 1.925 -4.059  -0.003
H31 1.158 1.294 -5.997  0.000
H32 0.517 -0.350 -6.027  -0.001
H33 -0.504 1.005 -6.533  -0.001
C24 -1.828 -1.271 -3.439  0.076
C25 -3.058 -2.141 -3.676  0.010
H34 -1.643 -1.111 -2.368  0.033
H35 -0.932 -1.725 -3.886  -0.009
H36 -2.806 -3.193 -3.522  0.001
H37 -3.867 -1.893 -2.985  0.000
H38 -3.437 -2.034 -4.696  -0.002
N2 5.657 3.846 1.263  0.018
C26 5.448 2.858 0.406  0.011
N3 6.141 2.874 -0.735  0.010
S1 4.509 1.498 0.933  0.212
H39 6.410 4.517 1.091  -0.001
H40 5.209 3.812 2.170  0.000
H41 5.932 2.227 -1.475  -0.001
H42 6.834 3.602 -0.880  0.000

The strongest force on any atom comes out at 4.23 eV/A. As for the spin multiplicity: 5. Its total energy is -134107.5165 eV. Its net charge is +4.

***

Below is a structure of composition C34H16AlN7O7S4 at a distorted geometry, with properties calculated with ωB97M-V with the def2-TZVPD basis set.

Last column: natural (NBO) charge in e.
CARTESIAN COORDINATES (ANGSTROEM)
Al1 0.634 0.694 -0.125  1.587
S1 2.740 3.754 4.442  0.459
C1 3.134 4.238 6.051  -0.386
C2 2.549 3.450 6.988  -0.252
C3 1.757 2.420 6.411  -0.216
C4 1.796 2.440 5.041  -0.244
C5 1.143 1.464 4.136  -0.075
C6 1.238 1.612 2.742  0.114
N1 0.695 0.718 1.924  -0.542
C7 0.035 -0.352 2.407  0.237
C8 -0.181 -0.559 3.789  -0.079
C9 -1.073 -1.592 4.213  -0.183
C10 -1.608 -2.470 3.309  -0.172
C11 -1.299 -2.352 1.931  0.005
C12 -1.829 -3.182 0.938  -0.108
C13 -1.550 -2.936 -0.422  -0.065
C14 -0.560 -2.004 -0.747  0.114
N2 -0.047 -1.202 0.179  -0.538
C15 -0.451 -1.311 1.482  0.143
C16 -2.197 -3.689 -1.511  -0.248
C17 -3.010 -4.788 -1.440  -0.216
C18 -3.519 -5.190 -2.713  -0.248
C19 -3.037 -4.404 -3.741  -0.393
S2 -1.988 -3.178 -3.132  0.471
C20 0.418 0.389 4.642  -0.098
H1 3.784 5.110 6.176  0.249
H2 2.666 3.603 8.045  0.234
H3 1.244 1.620 6.900  0.216
H4 1.717 2.485 2.305  0.238
H5 -1.346 -1.709 5.254  0.229
H6 -2.257 -3.279 3.627  0.226
H7 -2.412 -4.050 1.208  0.222
H8 -0.254 -1.834 -1.783  0.250
H9 -3.199 -5.270 -0.501  0.217
H10 -4.275 -5.959 -2.861  0.233
H11 -3.218 -4.521 -4.796  0.248
H12 0.418 0.186 5.720  0.223
S3 1.017 0.540 -2.529  -0.309
C21 2.467 -0.352 -2.627  -0.188
C22 2.838 -0.985 -3.827  -0.189
C23 4.052 -1.638 -4.016  -0.102
C24 4.333 -2.188 -5.296  0.263
N3 4.586 -2.599 -6.325  -0.298
C25 4.898 -1.805 -2.928  -0.174
C26 4.543 -1.266 -1.690  -0.186
C27 3.402 -0.468 -1.487  -0.156
S4 3.037 0.293 0.023  -0.275
C28 6.109 -2.536 -3.083  0.289
N4 7.090 -3.135 -3.156  -0.306
H13 2.190 -1.013 -4.711  0.228
H14 5.232 -1.473 -0.851  0.234
O1 -2.849 5.395 -4.216  -0.363
N5 -3.467 4.375 -3.824  0.482
O2 -4.612 4.056 -4.295  -0.383
C29 -2.893 3.638 -2.810  -0.039
C30 -1.631 3.985 -2.289  -0.039
C31 -1.072 3.111 -1.339  -0.106
C32 -1.728 1.909 -0.898  0.558
O3 -1.150 1.001 -0.236  -0.751
C33 -3.088 1.737 -1.395  -0.079
C34 -3.631 2.474 -2.420  -0.055
N6 -3.916 0.647 -0.897  0.498
O4 -3.568 0.015 0.170  -0.378
O5 -4.928 0.340 -1.551  -0.349
N7 0.201 3.423 -0.886  0.529
O6 0.714 4.474 -1.229  -0.252
O7 0.860 2.580 -0.012  -0.565
H15 -1.086 4.886 -2.571  0.293
H16 -4.607 2.225 -2.887  0.311

The strongest force on any atom comes out at 5.73 eV/A. As for the spin multiplicity: 1. Its total energy is -110214.7640 eV.

***

Below is a structure of composition C33H30BrCl7MgN2O4P2 at a distorted geometry, with properties calculated with ωB97M-V with the def2-TZVPD basis set.

Last column: Löwdin charge in e.
CARTESIAN COORDINATES (ANGSTROEM)
Mg1 -0.448 -1.012 0.941  0.433
C1 2.120 -3.982 -1.408  -0.253
P1 0.765 -3.330 -0.321  0.868
C2 0.583 -4.827 0.731  -0.270
C3 -0.666 -3.634 -1.452  -0.421
C4 -0.699 -2.613 -2.582  -0.399
P2 -0.353 -0.907 -1.917  0.835
C5 1.257 -0.547 -2.767  -0.241
C6 -1.407 0.067 -3.079  -0.272
H1 3.013 -4.140 -0.806  0.033
H2 2.357 -3.273 -2.198  0.022
H3 1.827 -4.932 -1.854  0.045
H4 0.526 -5.727 0.118  0.046
H5 -0.321 -4.736 1.324  -0.008
H6 1.433 -4.900 1.407  0.039
H7 -1.570 -3.542 -0.844  0.061
H8 -0.621 -4.656 -1.845  0.087
H9 -1.683 -2.606 -3.057  0.080
H10 0.046 -2.868 -3.343  0.074
H11 1.266 -0.955 -3.778  0.048
H12 2.088 -0.956 -2.197  0.027
H13 1.378 0.534 -2.824  0.036
H14 -1.093 -0.096 -4.110  0.049
H15 -1.324 1.126 -2.840  0.019
H16 -2.444 -0.234 -2.962  0.007
C7 3.219 -1.772 1.479  -0.075
O1 2.355 -0.848 0.862  -0.146
C8 2.886 0.245 0.279  -0.202
C9 4.236 0.482 0.084  -0.048
C10 4.632 1.633 -0.588  -0.668
Br1 6.496 1.908 -0.880  0.735
C11 3.726 2.546 -1.075  -0.077
C12 2.355 2.324 -0.882  -0.072
C13 1.935 1.176 -0.195  -0.201
O2 0.653 0.878 0.000  -0.050
C14 1.346 3.209 -1.431  -0.229
N1 0.055 2.981 -1.326  0.161
C15 -0.580 3.985 -2.006  -0.209
C16 -1.934 4.222 -2.231  -0.014
C17 -2.262 5.305 -3.018  -0.087
C18 -1.290 6.146 -3.568  -0.089
C19 0.055 5.941 -3.339  -0.020
C20 0.395 4.851 -2.555  -0.182
N2 1.603 4.333 -2.166  0.182
H17 3.879 -2.250 0.746  0.097
H18 2.565 -2.514 1.929  0.079
H19 3.822 -1.297 2.261  0.112
H20 4.981 -0.214 0.428  0.101
H21 4.080 3.408 -1.613  0.097
H22 0.084 1.598 -0.403  0.080
H23 -2.686 3.581 -1.800  0.108
H24 -3.300 5.519 -3.218  0.103
H25 -1.599 6.978 -4.182  0.102
H26 0.810 6.595 -3.750  0.109
H27 2.506 4.724 -2.377  0.159
Cl1 -1.146 3.318 6.758  0.657
C21 -1.120 2.504 5.233  -0.684
C22 -1.715 3.124 4.120  -0.114
C23 -1.737 2.472 2.920  -0.570
Cl2 -2.429 3.213 1.530  0.725
C24 -1.172 1.164 2.730  -0.365
O3 -1.284 0.564 1.632  -0.134
C25 -0.480 0.630 3.863  -0.112
C26 0.318 -0.533 3.704  -0.187
O4 0.513 -1.161 2.668  -0.107
C27 -0.500 1.292 5.108  -0.063
H28 -2.142 4.109 4.216  0.106
H29 0.844 -0.868 4.621  0.141
H30 -0.009 0.834 5.955  0.114
Cl3 -0.828 -3.551 3.585  0.740
C28 -2.183 -3.203 2.587  -0.691
C29 -2.025 -2.320 1.526  -0.214
C30 -3.192 -2.063 0.821  -0.711
Cl4 -3.096 -0.913 -0.435  0.764
C31 -4.419 -2.662 1.088  -0.700
Cl5 -5.806 -2.300 0.130  0.672
C32 -4.520 -3.557 2.149  -0.712
Cl6 -6.025 -4.298 2.520  0.678
C33 -3.390 -3.823 2.914  -0.705
Cl7 -3.507 -4.900 4.254  0.670

The strongest force on any atom comes out at 1.31 eV/A. As for the spin multiplicity: 1. Its total energy is -227604.0204 eV.

***

Below is a structure of composition C34H44BrF5N5SSeSiTi at a distorted geometry, with properties calculated with ωB97M-V with the def2-TZVPD basis set.

Last column: Mulliken spin population.
CARTESIAN COORDINATES (ANGSTROEM)
Ti1 -0.290 2.120 -0.331  0.892
N1 -0.184 2.330 3.968  -0.004
C1 -0.534 2.288 2.696  0.008
N2 0.345 2.332 1.704  -0.022
C2 1.698 2.368 2.029  -0.002
N3 2.498 2.385 0.999  0.015
N4 1.804 2.393 -0.152  -0.040
C3 2.488 2.481 -1.285  0.066
C4 1.716 2.506 -2.469  0.057
C5 2.225 2.800 -3.775  0.008
C6 1.406 2.750 -4.886  0.025
C7 0.044 2.449 -4.671  -0.002
C8 -0.426 2.231 -3.396  0.040
N5 0.381 2.268 -2.292  -0.043
C9 2.121 2.337 3.406  -0.001
C10 3.481 2.254 3.749  -0.001
C11 3.832 2.258 5.099  0.001
C12 2.892 2.329 6.122  -0.002
C13 1.540 2.373 5.771  0.002
C14 1.173 2.360 4.406  -0.005
H1 -0.917 2.309 4.678  0.000
H2 -1.601 2.201 2.481  0.001
H3 3.583 2.501 -1.218  0.000
H4 3.292 3.013 -3.870  0.000
H5 1.777 2.906 -5.897  0.001
H6 -0.634 2.381 -5.517  0.000
H7 -1.477 2.011 -3.203  0.003
H8 4.250 2.224 2.981  0.000
H9 4.882 2.184 5.331  0.000
H10 3.205 2.334 7.163  0.000
H11 0.782 2.436 6.547  0.000
F1 0.689 9.475 -0.241  0.000
C15 0.155 8.239 -0.340  -0.003
C16 0.794 7.145 0.173  0.003
F2 2.025 7.235 0.719  0.000
C17 0.223 5.901 0.046  -0.012
F3 0.971 4.916 0.611  -0.013
C18 -0.981 5.648 -0.613  0.022
Se1 -1.917 3.946 -0.630  -0.019
C19 -1.593 6.811 -1.125  0.000
F4 -2.819 6.734 -1.705  0.000
C20 -1.064 8.077 -0.978  0.002
F5 -1.746 9.166 -1.444  0.000
C21 0.500 -3.841 2.559  0.000
C22 1.094 -4.113 1.150  0.000
C23 2.315 -3.151 1.016  0.000
C24 1.551 -5.601 1.090  0.000
Si1 -0.124 -3.841 -0.297  0.007
Br1 0.007 -0.271 -0.248  0.020
C25 -1.986 -4.150 -0.004  -0.001
C26 -2.877 -4.009 -1.256  0.000
C27 -2.162 -5.605 0.534  0.000
C28 -2.455 -3.074 1.024  -0.003
C29 0.563 -4.077 -2.094  0.001
C30 2.084 -3.762 -2.198  0.002
C31 -0.179 -3.069 -3.020  -0.009
C32 0.310 -5.530 -2.611  0.000
H12 1.216 -4.165 3.354  0.000
H13 -0.454 -4.372 2.752  0.000
H14 0.321 -2.745 2.719  0.000
H15 2.786 -3.025 2.021  0.000
H16 2.052 -2.115 0.706  0.003
H17 3.119 -3.499 0.331  0.000
H18 2.365 -5.749 1.842  0.000
H19 1.967 -5.912 0.103  0.000
H20 0.746 -6.331 1.373  0.000
H21 -2.647 -4.704 -2.085  0.000
H22 -2.846 -2.974 -1.647  0.000
H23 -3.949 -4.203 -0.972  0.000
H24 -1.876 -6.380 -0.223  0.000
H25 -3.242 -5.722 0.776  0.000
H26 -1.611 -5.838 1.477  0.000
H27 -2.076 -2.062 0.756  0.003
H28 -2.162 -3.279 2.077  0.000
H29 -3.570 -2.993 1.015  0.000
H30 2.345 -2.731 -1.846  -0.001
H31 2.342 -3.751 -3.290  0.000
H32 2.711 -4.490 -1.649  0.000
H33 -0.133 -2.021 -2.650  0.006
H34 -1.237 -3.310 -3.208  0.000
H35 0.338 -3.016 -4.006  0.000
H36 0.857 -6.298 -2.039  0.000
H37 0.654 -5.589 -3.657  0.000
H38 -0.771 -5.797 -2.618  0.000
C33 -4.567 2.096 -0.143  0.001
S1 -3.015 1.145 -0.120  -0.007
C34 -3.388 0.116 -1.574  0.001
H39 -4.605 2.732 0.759  0.000
H40 -5.383 1.336 -0.054  0.000
H41 -4.715 2.706 -1.062  0.000
H42 -4.183 -0.613 -1.291  -0.001
H43 -2.450 -0.429 -1.739  0.000
H44 -3.672 0.675 -2.475  0.000

The strongest force on any atom comes out at 3.14 eV/A. As for the spin multiplicity: 2. Its total energy is -234215.1630 eV. Its net charge is +2.

***

Below is a cluster of 2 separate species, C5H10O2 in total at a distorted geometry, with properties calculated with ωB97M-V with the def2-TZVPD basis set.

Last column: natural (NBO) charge in e.
CARTESIAN COORDINATES (ANGSTROEM)
C1 1.704 -0.692 0.805  -0.218
C2 2.854 -1.023 0.228  -0.370
C3 -0.849 1.144 -1.458  -0.103
O1 -2.061 0.478 -1.987  -0.732
C4 0.083 0.139 -0.879  -0.214
C5 0.677 0.254 0.282  -0.207
H1 1.517 -1.005 1.830  0.206
H2 3.185 -0.934 -0.786  0.199
H3 3.624 -1.460 0.850  0.194
H4 -0.674 1.811 -2.304  0.181
H5 -1.172 1.745 -0.633  0.174
H6 -2.275 0.976 -2.777  0.460
H7 0.236 -0.756 -1.480  0.206
H8 0.443 1.140 0.978  0.222
H9 -1.298 -0.997 1.985  0.493
H10 -2.254 -0.378 3.202  0.489
O2 -1.459 -0.355 2.674  -0.980

The strongest force on any atom comes out at 2.35 eV/A. As for the spin multiplicity: 1. Its total energy is -9439.7237 eV. Its SMILES is C=C/C=C/CO.O.

***

Below is an isolated molecule of C3H4N2O2, with properties calculated with ωB97M-V with the def2-TZVPD basis set.

Last column: natural (NBO) charge in e.
CARTESIAN COORDINATES (ANGSTROEM)
N1 1.295 -0.022 -0.992  -0.852
C1 0.020 -1.278 0.435  0.158
C2 -0.087 -0.380 -0.790  0.110
O1 -0.778 0.824 -0.409  -0.480
C3 -0.911 0.821 0.922  0.875
O2 -1.377 1.683 1.602  -0.551
N2 -0.408 -0.444 1.367  -0.639
H1 1.418 0.917 -1.334  0.388
H2 1.808 -0.716 -1.518  0.385
H3 -0.634 -0.794 -1.647  0.182
H4 -0.346 -0.611 2.364  0.423

The strongest force on any atom comes out at 0.58 eV/A. As for the spin multiplicity: 1. Its total energy is -10249.4531 eV.

***

Below is an isolated molecule of C3H3NO2S2 at a distorted geometry, with properties calculated with ωB97M-V with the def2-TZVPD basis set.

Last column: natural (NBO) charge in e.
CARTESIAN COORDINATES (ANGSTROEM)
C1 -1.737 -0.445 0.093  0.428
C2 -1.668 1.030 0.295  -0.208
C3 1.035 0.042 -0.149  -0.174
H1 -1.677 1.114 1.442  0.228
H2 -2.529 1.439 -0.175  0.239
H3 1.189 2.161 -0.269  0.412
N1 0.591 1.369 0.010  -0.318
O1 -2.733 -1.064 0.380  -0.496
O2 -0.628 1.788 -0.405  -0.347
S1 2.621 -0.330 0.298  -0.083
S2 -0.122 -1.161 -0.442  0.318

The strongest force on any atom comes out at 3.77 eV/A. As for the spin multiplicity: 1. Its total energy is -30412.3871 eV. Its SMILES is O=C1CONC(=S)S1.

***

Below is an isolated molecule of C7H13NO3S at a distorted geometry, with properties calculated with ωB97M-V with the def2-TZVPD basis set.

Last column: natural (NBO) charge in e.
CARTESIAN COORDINATES (ANGSTROEM)
C1 1.942 -1.236 0.937  0.466
C2 0.136 0.372 0.816  0.299
C3 -0.305 -0.222 -0.656  -0.269
C4 -1.158 0.439 1.675  -0.641
C5 0.902 1.723 0.834  -0.668
C6 -1.100 0.899 -1.432  -0.616
C7 -1.067 -1.461 -0.678  -0.644
N1 2.237 -1.227 -0.261  -0.759
O1 0.992 -1.864 -2.405  -0.917
O2 1.808 0.420 -2.222  -0.930
O3 0.889 -0.652 1.510  -0.523
S1 1.254 -0.689 -1.551  2.262
H1 2.372 -1.949 1.705  0.189
H2 -1.420 -0.556 1.964  0.225
H3 -2.057 0.896 1.183  0.224
H4 -0.899 0.952 2.596  0.224
H5 0.112 2.502 1.091  0.227
H6 1.416 1.869 -0.114  0.246
H7 1.650 1.655 1.656  0.237
H8 -0.854 0.901 -2.460  0.241
H9 -0.907 1.919 -1.049  0.221
H10 -2.108 0.665 -1.224  0.211
H11 -1.848 -1.386 0.148  0.214
H12 -0.431 -2.483 -0.466  0.247
H13 -1.556 -1.485 -1.596  0.233

The strongest force on any atom comes out at 5.20 eV/A. As for the spin multiplicity: 1. Its total energy is -25935.7428 eV. Its SMILES is CC1(C)OC=NS(=O)(=O)C1(C)C.

***

Calculated values (eV) of energy above the lowest of the compared OMol25 structures with the same formula, charge and spin for the records, taken in order: 0.000; 0.000; 0.000; 0.000; 3.319; 2.812; 2.489; 2.652.